Record 1
{
  "formula": "CHFNO5S",
  "method": "the ωB97M-V functional and the def2-TZVPD basis",
  "de_lowest_kcal_mol": 13.0,
  "charge": -1,
  "smiles": "O=[N+]([O-])[C@@H](F)S(=O)(=O)[O-]",
  "elements": ["O", "N", "O", "C", "F", "S", "O", "O", "O", "H"],
  "coordinates": [[1.19, 1.32, -1.15], [0.91, 1.01, 0.00], [0.70, 1.87, 0.88], [0.78, -0.33, 0.34], [0.89, -0.52, 1.64], [-1.21, -0.61, -0.23], [-1.12, -0.55, -1.70], [-1.57, -1.88, 0.28], [-1.77, 0.62, 0.37], [1.21, -0.93, -0.43]]
}


Record 2
{
  "formula": "C9H14N4O",
  "method": "the ωB97M-V functional and the def2-TZVPD basis",
  "de_lowest_kcal_mol": 54.2,
  "charge": 0,
  "elements": ["C", "C", "C", "C", "C", "C", "C", "C", "C", "N", "N", "N", "N", "O", "H", "H", "H", "H", "H", "H", "H", "H", "H", "H", "H", "H", "H", "H"],
  "coordinates": [[2.50, 1.52, 1.12], [1.77, -0.62, 0.90], [2.35, -0.17, -0.28], [-0.42, 2.25, -1.39], [-1.30, 1.14, 0.13], [2.55, -0.87, -1.58], [-3.51, 0.09, 0.34], [-1.39, -1.28, 0.50], [-2.06, 0.07, 0.82], [1.90, 0.49, 1.72], [-1.20, 1.24, -1.23], [2.79, 1.13, -0.12], [-0.60, 2.05, 0.75], [-0.01, 2.79, -0.24], [2.70, 2.49, 1.54], [-0.08, 2.67, -2.31], [2.42, -0.19, -2.42], [3.55, -1.31, -1.64], [1.82, -1.67, -1.66], [-3.55, -0.15, -0.72], [-3.96, 1.07, 0.49], [-4.10, -0.64, 0.89], [-1.84, -2.06, 1.11], [-0.32, -1.23, 0.70], [-1.54, -1.52, -0.55], [-2.01, 0.26, 1.89], [3.25, 1.71, -0.81], [1.54, 0.51, 2.66]]
}


Across the entries above, HOMO-LUMO gap takes the values 9.489, 8.227 eV, respectively.
Across the entries above, LUMO energy takes the values 0.1323, 0.0228 hartree, respectively.